Run A
C6H14 | ωB97M-V with the def2-TZVPD basis set

```
! wB97M-V def2-TZVPD RIJCOSX def2/J DEFGRID3
* xyz 0 1
C 3.080 0.436 0.542
C 2.000 0.539 -0.229
C 0.627 0.914 0.253
C -0.484 -0.026 -0.229
C -1.870 0.469 0.186
C -3.005 -0.422 -0.312
H 4.051 0.174 0.131
H 3.031 0.612 1.615
H 2.096 0.350 -1.301
H 0.397 1.929 -0.103
H 0.625 0.959 1.350
H -0.315 -1.037 0.167
H -0.440 -0.113 -1.325
H -1.913 0.542 1.281
H -2.012 1.490 -0.195
H -3.006 -0.484 -1.407
H -3.980 -0.035 0.002
H -2.908 -1.442 0.079
H 2.140 -2.096 -0.142
H 1.886 -2.760 -0.362
*
```

LUMO energy = 1.29 eV

Atom charges from the Löwdin analysis, given in e for atoms 1 to 5: -0.028 -0.232 -0.230 -0.244 -0.285

Run B
C6H14 | ωB97M-V with the def2-TZVPD basis set

```
! wB97M-V def2-TZVPD RIJCOSX def2/J DEFGRID3
* xyz 0 1
C -0.842 1.297 2.034
C -0.971 -0.237 1.911
C -0.668 -0.934 0.545
C -0.210 -0.072 -0.651
C 1.052 -0.574 -1.334
C 1.572 0.317 -2.460
H -0.327 1.516 2.973
H -0.197 1.736 1.280
H -1.804 1.796 2.095
H -0.206 -0.614 2.590
H -1.940 -0.526 2.306
H 0.063 -1.716 0.752
H -1.579 -1.417 0.208
H -0.157 0.992 -0.411
H -1.030 -0.067 -1.385
H 1.823 -0.564 -0.547
H 0.958 -1.604 -1.669
H 1.900 1.283 -2.074
H 0.829 0.449 -3.250
H 2.480 -0.144 -2.842
*
```

LUMO energy = 1.22 eV

Atom charges from the Löwdin analysis, given in e for atoms 1 to 5: -0.112 -0.230 -0.191 -0.236 -0.284

Most stable: run B

Run A
C6H14 | ωB97M-V with the def2-TZVPD basis set

```
! wB97M-V def2-TZVPD RIJCOSX def2/J DEFGRID3
* xyz 0 1
C 2.146 0.023 -0.155
C 0.925 -0.276 0.714
C -0.452 -0.032 0.060
C -0.587 -0.885 -1.216
C -1.532 -0.438 1.072
C -0.623 1.460 -0.261
H 2.098 1.023 -0.599
H 2.250 -0.701 -0.971
H 3.060 -0.025 0.446
H 0.966 -1.326 1.038
H 0.976 0.327 1.631
H -0.058 -1.840 -1.102
H -1.634 -1.119 -1.441
H -0.166 -0.381 -2.093
H -1.550 -1.523 1.230
H -2.527 -0.133 0.726
H -1.358 0.040 2.044
H 0.018 1.778 -1.091
H -0.370 2.074 0.612
H -1.659 1.688 -0.539
*
```

LUMO energy = 0.95 eV

Atom charges from the Löwdin analysis, given in e for atoms 1 to 5: -0.102 -0.238 -0.624 -0.060 -0.074

Run B
C6H14 | ωB97M-V with the def2-TZVPD basis set

```
! wB97M-V def2-TZVPD RIJCOSX def2/J DEFGRID3
* xyz 0 1
C -1.222 -2.244 0.079
C -1.239 -0.994 -0.378
C -1.040 0.244 0.452
C 0.167 1.096 0.017
C 0.200 2.415 0.792
C 1.482 0.333 0.182
H -1.059 -2.463 1.132
H -1.375 -3.099 -0.574
H -1.406 -0.825 -1.443
H -0.926 -0.034 1.510
H -1.945 0.866 0.388
H 0.040 1.333 -1.050
H 1.037 3.045 0.471
H -0.723 2.990 0.652
H 0.318 2.233 1.867
H 2.336 0.941 -0.138
H 1.642 0.063 1.233
H 1.488 -0.593 -0.402
H 1.305 -2.768 -2.693
H 0.922 -2.539 -2.097
*
```

LUMO energy = 1.28 eV

Atom charges from the Löwdin analysis, given in e for atoms 1 to 5: -0.017 -0.209 -0.206 -0.448 -0.092

Most stable: run A